Entry from the Open Molecules 2025 dataset: the ion C3H7N4O2 with charge +1 at a distorted geometry (ωB97M-V with the def2-TZVPD basis set).

XYZ file:
```
16
Properties=species:S:1:pos:R:3:forces:R:3
O 2.5508 -1.3213 -0.0271 2.6 1.2 0.5
O 3.0654 0.7653 0.1809 -0.3 0.3 -0.2
N 2.1712 -0.0221 0.0611 -1.2 -0.8 -0.3
N -0.1406 -1.7834 -0.1864 -1.7 -1.8 0.1
N -0.2278 -0.4398 0.1464 -2.1 -0.5 0.3
N 0.4602 1.7809 -0.1199 2.6 -4.4 0.4
C -1.4981 0.4338 0.2586 -0.3 -1.9 0.5
C 0.8104 0.2976 -0.0039 1.2 6.7 -0.2
C -0.9550 1.7892 -0.1286 -1.0 1.1 0.9
H -1.2455 2.6808 0.6027 0.0 -1.7 -2.1
H -0.9449 -1.9839 -0.8011 0.7 0.1 -0.3
H -0.3772 -2.4059 0.6044 0.4 0.7 0.1
H -2.2510 0.1017 -0.4661 0.4 -0.2 -0.1
H -2.0098 0.2728 1.2244 0.8 0.3 0.0
H 1.8669 -1.9552 -0.1387 -2.2 -0.6 -0.4
H -1.2750 1.7896 -1.2066 0.2 1.5 0.7
```
Positions in Å, forces in eV/Å.

Properties
SMILES: NN1CCN=C1[N+](=O)O
relative energy (zero: lowest compared OMol25 entry of this formula, charge and spin): 176.33 kcal/mol
LUMO level (alpha / beta): -6.18 / -6.50 eV
gap between HOMO and LUMO (alpha / beta): 8.5 / 7.1 eV
net charge: +1

***

Entry from the Open Molecules 2025 dataset: a cluster of 3 separate species, C3H7N4O3 in total at a distorted geometry (ωB97M-V with the def2-TZVPD basis set).

XYZ file:
```
17
Properties=species:S:1:pos:R:3:forces:R:3
O 3.1587 0.8208 -1.3854 -0.3 -0.8 -1.2
O -0.0621 -3.5413 -0.0348 0.4 1.4 1.5
O 1.1113 -0.9071 0.3442 1.4 -1.6 0.2
N 3.3986 0.9759 0.8700 0.0 -0.9 -0.1
N -0.8642 -0.3907 -0.5597 -0.9 -1.0 -0.4
N 3.2490 0.7678 -0.2164 0.4 1.8 1.4
N 0.3285 1.1926 0.5543 0.8 3.1 1.3
C -1.8189 0.6863 -0.4668 1.7 1.1 0.3
C 0.2895 0.0099 0.1656 -0.2 -3.6 -0.8
C -0.8872 1.8310 0.2921 -2.4 -0.6 0.7
H 0.2778 -2.5584 -0.0424 0.0 -1.7 0.3
H -1.4185 2.1723 1.2532 0.4 -0.6 -0.9
H -1.1898 -1.3507 -0.2719 0.4 1.7 -0.5
H -2.2475 0.9413 -1.4341 0.0 0.4 0.0
H -0.0500 -3.7790 0.9354 0.1 0.6 -1.7
H -2.5585 0.3781 0.2053 -1.7 0.0 0.9
H -0.7168 2.7511 -0.2086 -0.2 0.9 -1.2
```
Positions in Å, forces in eV/Å.

Properties
relative energy (zero: lowest compared OMol25 entry of this formula, charge and spin): 0.00 kcal/mol
LUMO level: 4.07 eV
gap between HOMO and LUMO: 7.8 eV
net charge: -1

***

Entry from the Open Molecules 2025 dataset: a cluster of 2 separate species, C3H7N4PS in total at a distorted geometry (ωB97M-V with the def2-TZVPD basis set).

XYZ file:
```
16
Properties=species:S:1:pos:R:3:forces:R:3
S 3.2490 0.0294 0.7893 -0.7 0.0 -0.2
P 1.7279 0.6875 -0.1984 -1.8 -0.5 0.7
N 1.4445 2.3282 -0.0433 -0.2 -0.4 0.1
N -1.5788 -0.0051 -0.3601 0.3 0.3 0.0
N -0.7582 -1.2987 1.2322 0.0 -0.1 0.1
N 1.8323 0.5189 -1.8542 -0.4 -0.2 0.4
C -2.0512 -1.7062 1.0208 -0.5 -0.2 -0.1
C -2.5388 -0.8944 0.0376 -0.2 -0.3 0.2
C -0.5556 -0.2664 0.3943 3.8 1.5 -1.2
H -2.4976 -2.5156 1.5614 -0.1 -0.1 0.1
H -3.5085 -0.8870 -0.4198 -0.2 -0.1 0.0
H 2.2283 -0.3663 -2.1460 -0.1 0.0 0.0
H 1.5497 2.6578 0.9107 0.0 -0.1 -0.1
H -0.0999 -1.6829 1.8897 0.0 0.1 -0.1
H 0.5665 2.6414 -0.4433 0.0 0.0 0.1
H 0.9905 0.7595 -2.3708 0.1 -0.1 0.0
```
Positions in Å, forces in eV/Å.

Properties
relative energy (zero: lowest compared OMol25 entry of this formula, charge and spin): 3.55 kcal/mol
LUMO level: 0.16 eV
gap between HOMO and LUMO: 8.9 eV

***

Entry from the Open Molecules 2025 dataset: the ion C3H7N4S with charge +1 at a distorted geometry (ωB97M-V with the def2-TZVPD basis set).

XYZ file:
```
15
Properties=species:S:1:pos:R:3:forces:R:3
S 2.1100 1.8352 0.6851 -0.3 0.3 -0.2
N -1.5905 1.2713 0.5506 -2.3 -2.1 1.0
N -2.1727 2.3266 0.5907 0.6 1.0 -1.0
N -0.1393 -0.3367 -0.1646 0.6 -2.0 -0.1
N -0.5064 0.8980 0.1218 3.0 3.4 -0.3
C 2.2795 0.0870 0.3105 0.4 0.4 0.7
C 1.1225 -0.7046 -0.1119 -1.0 0.7 0.0
C -1.1138 -1.2482 -0.7640 -0.7 -0.8 -0.4
H 1.3155 -1.7142 -0.4549 -0.2 0.0 -0.1
H -1.0919 -2.2072 -0.2497 0.0 0.1 0.1
H 2.6827 -0.3538 1.2347 -0.2 -0.4 -0.2
H -2.1137 -0.8249 -0.6882 0.2 0.0 0.1
H 3.0759 -0.0357 -0.4342 -0.2 -0.1 -0.1
H -0.8705 -1.4055 -1.8174 0.0 0.1 0.1
H -2.9873 2.4125 1.1914 0.0 -0.4 0.4
```
Positions in Å, forces in eV/Å.

Properties
relative energy (zero: lowest compared OMol25 entry of this formula, charge and spin): 51.50 kcal/mol
LUMO level (alpha / beta): -5.15 / -6.25 eV
⟨S²⟩: 2.0164
spin multiplicity: 3
gap between HOMO and LUMO (alpha / beta): 7.8 / 6.5 eV
net charge: +1

***

Entry from the Open Molecules 2025 dataset: a structure of composition C3H7N5 at a distorted geometry (ωB97M-V with the def2-TZVPD basis set).

XYZ file:
```
15
Properties=species:S:1:pos:R:3:forces:R:3
N -0.8732 -1.5340 -0.3800 0.7 -2.7 3.0
N -2.5133 0.1243 0.2830 0.3 4.9 0.3
N -1.2914 -0.2721 -0.7646 -1.4 4.8 3.9
N 2.2284 0.2451 0.0920 6.7 0.8 -1.6
N -0.2729 2.0641 -0.2041 2.1 -3.9 -2.0
C 0.9545 -0.2232 -0.2073 2.2 2.8 0.3
C 0.5388 -1.4316 -0.0867 -1.3 -5.5 0.4
C -0.1459 0.7198 -0.4237 -1.1 2.8 0.6
H 0.7113 2.5739 -0.2958 -2.4 -1.9 0.7
H 2.8946 0.3715 -0.8661 -2.6 -0.3 3.3
H -1.3732 -1.9207 0.5430 0.9 1.3 -2.7
H -2.1526 0.5742 1.4650 -0.3 -1.7 -4.7
H 3.0250 -0.1629 0.8223 -3.7 0.7 -2.3
H 1.1875 -2.4256 0.1752 -1.9 2.8 -0.7
H -2.9176 1.2971 -0.1523 1.9 -4.7 1.5
```
Positions in Å, forces in eV/Å.

Properties
relative energy (zero: lowest compared OMol25 entry of this formula, charge and spin): 175.71 kcal/mol
LUMO level: 0.47 eV
gap between HOMO and LUMO: 8.9 eV

***

Entry from the Open Molecules 2025 dataset: a structure of composition C3H7N5 at a distorted geometry (ωB97M-V with the def2-TZVPD basis set).

XYZ file:
```
15
Properties=species:S:1:pos:R:3:forces:R:3
N 2.1685 -0.6778 -0.6038 -0.6 -4.4 -0.6
N -2.1010 0.9247 0.7467 -0.9 -1.4 2.3
N -0.0589 0.3223 1.9296 -1.4 1.6 2.0
N -0.9939 0.3408 -1.5098 -1.9 -2.1 -4.4
N -0.7257 0.4430 0.8397 -8.6 1.9 -3.8
C 1.0037 -0.1064 1.4218 7.4 -4.7 -1.0
C 0.8999 -0.4857 0.0523 3.9 1.1 -0.6
C -0.3128 -0.0274 -0.3727 1.0 -0.1 2.7
H -2.7806 0.1127 1.2664 2.1 3.1 -2.8
H -0.4414 0.0207 -2.3227 0.5 0.8 0.6
H 2.8145 0.0805 -0.6655 0.2 0.1 0.4
H -2.2300 1.3576 -0.2547 -0.1 -1.8 2.8
H 2.5766 -1.6737 -0.3725 -0.7 3.2 -0.8
H 2.1109 -0.4705 1.7806 -3.2 1.4 0.4
H -1.9298 -0.1606 -1.9354 2.3 1.2 2.8
```
Positions in Å, forces in eV/Å.

Properties
relative energy (zero: lowest compared OMol25 entry of this formula, charge and spin): 119.16 kcal/mol
LUMO level: 0.59 eV
gap between HOMO and LUMO: 9.0 eV

***

Entry from the Open Molecules 2025 dataset: a cluster of 4 separate species, C3H7N5 in total at a distorted geometry (ωB97M-V with the def2-TZVPD basis set).

XYZ file:
```
15
Properties=species:S:1:pos:R:3:forces:R:3
N 0.2887 1.1544 2.2685 -1.7 3.1 -0.9
N 0.8008 1.0604 0.0139 2.1 0.9 -2.4
N 0.5641 0.2190 -1.0179 0.0 -3.0 0.2
N -0.3053 -0.7728 -0.6174 0.0 2.7 -2.9
N -2.2026 -0.8169 0.7712 -1.3 -2.6 -0.8
C -0.8847 -0.2227 0.3892 -3.2 -3.8 2.1
C 1.4607 -0.3177 -2.1086 5.3 0.0 7.4
C -0.0464 0.7823 0.9298 -1.4 -1.3 2.3
H -2.9917 -0.9115 -0.4133 3.5 -0.2 4.6
H 2.6234 0.2336 -1.7509 -3.6 -1.1 -2.4
H 0.8687 -0.2870 -2.9511 -0.1 0.2 -2.4
H -2.1277 -2.1016 1.4243 -0.1 4.8 -3.0
H -0.6703 1.0971 3.1006 3.6 1.2 -3.8
H 1.7650 -1.3940 -1.6614 -1.1 2.1 -1.8
H 0.8572 2.2775 1.6230 -2.0 -3.1 3.7
```
Positions in Å, forces in eV/Å.

Properties
relative energy (zero: lowest compared OMol25 entry of this formula, charge and spin): 237.84 kcal/mol
LUMO level: 0.13 eV
gap between HOMO and LUMO: 8.5 eV

***

Entry from the Open Molecules 2025 dataset: an isolated molecule of C3H7N5O at a distorted geometry (ωB97M-V with the def2-TZVPD basis set).

XYZ file:
```
16
Properties=species:S:1:pos:R:3:forces:R:3
O 0.4329 0.9765 1.4140 0.7 0.0 0.7
N -1.7674 0.2704 1.9327 1.9 0.1 0.8
N 1.2120 -0.2972 -1.6448 0.8 -0.6 -2.4
N 2.5504 0.9262 0.2054 -1.5 -3.9 2.8
N 1.1719 1.0767 0.1072 2.2 0.6 1.8
N -0.5391 -0.3332 -0.0101 -2.3 -0.9 -2.4
C -0.7076 0.2244 1.2259 0.2 1.9 -0.9
C -1.7512 -0.9258 -0.7040 -0.3 -2.6 2.1
C 0.6342 0.0876 -0.6329 -2.4 -0.4 1.4
H 0.5359 -0.8541 -2.1043 -0.3 -1.4 -1.2
H 3.0628 1.5794 -0.2422 1.4 2.7 -1.6
H 2.9871 -0.0623 0.1266 -1.6 2.2 0.0
H -2.2688 -0.5110 -1.5667 0.9 1.2 0.0
H -2.5310 -0.9391 0.1481 1.2 -0.2 -1.4
H -1.5659 -2.0244 -1.0306 0.0 1.7 0.9
H -1.4562 0.8059 2.7758 -0.8 -0.4 -0.6
```
Positions in Å, forces in eV/Å.

Properties
SMILES: [H]/N=c1\on(N)/c(=N/[H])n1C
relative energy (zero: lowest compared OMol25 entry of this formula, charge and spin): 82.14 kcal/mol
LUMO level: 0.85 eV
gap between HOMO and LUMO: 10.5 eV

***

Entry from the Open Molecules 2025 dataset: a cluster of 2 separate species, C3H7N5O3S2 in total at a distorted geometry (ωB97M-V with the def2-TZVPD basis set).

XYZ file:
```
20
Properties=species:S:1:pos:R:3:forces:R:3
S -1.1723 -1.4447 -1.3204 0.4 0.0 1.4
S -2.0426 0.4294 0.8844 0.4 1.4 1.3
O 1.7734 -1.6058 -0.2913 -0.1 0.0 1.0
O -1.4174 0.8719 2.1368 -0.5 -0.1 -0.7
O -3.3834 -0.0642 0.9834 0.5 -0.1 -0.8
N -1.8594 1.6900 -0.1522 -1.3 -2.6 -1.0
N 2.3131 -1.1510 1.9141 0.0 0.0 -1.8
N 0.7338 0.8389 -1.6160 0.8 0.9 3.0
N 0.7510 1.1236 -0.5325 0.4 0.9 0.7
N 0.1754 -0.7625 1.0813 -0.7 -1.8 -0.7
C 1.4252 -1.2623 0.8244 1.6 0.1 0.5
C -0.8076 -0.8140 0.1407 -1.5 1.1 0.0
C 0.7061 0.4246 -2.7703 -1.2 1.2 -5.0
H 0.3178 1.1726 -3.5244 0.6 -1.2 0.8
H 2.1474 -1.3893 2.8616 -1.0 -0.1 0.6
H -2.1381 1.4757 -1.0913 -0.2 -0.3 -0.3
H 1.0440 -0.5422 -2.9994 0.4 -0.9 -0.2
H -0.0895 -0.1700 1.8749 0.5 0.0 0.2
H 3.2215 -1.4599 1.6349 0.4 -0.1 -0.2
H -1.6983 2.6393 -0.0387 0.4 1.6 1.4
```
Positions in Å, forces in eV/Å.

Properties
relative energy (zero: lowest compared OMol25 entry of this formula, charge and spin): 26.18 kcal/mol
LUMO level: -0.36 eV
gap between HOMO and LUMO: 8.2 eV

***

Entry from the Open Molecules 2025 dataset: a cluster of 2 separate species, C3H7NO in total at a distorted geometry (ωB97M-V with the def2-TZVPD basis set).

XYZ file:
```
12
Properties=species:S:1:pos:R:3:forces:R:3
O -1.9767 1.6836 1.2678 0.0 0.0 0.5
N 1.4019 -1.8881 -0.4164 -0.3 0.4 -0.7
C -0.8026 1.3816 1.1322 1.0 -0.1 -1.1
C 0.1067 -1.7943 -0.9465 0.0 0.5 0.1
C 0.1579 2.0753 0.3217 -0.7 -0.4 -0.2
H 1.4326 -1.2029 0.3445 0.1 -0.4 0.3
H -0.5683 -2.4087 -0.3105 -0.2 0.3 0.1
H -0.0670 -2.1039 -1.9826 0.6 -0.5 0.2
H 1.0147 1.5019 -0.0095 0.2 0.3 0.1
H -0.3110 -0.7660 -0.8508 -0.1 0.2 0.3
H -0.3249 0.4554 1.5069 -0.6 -0.3 0.6
H -0.0635 3.0660 -0.0567 0.2 0.0 -0.1
```
Positions in Å, forces in eV/Å.

Properties
relative energy (zero: lowest compared OMol25 entry of this formula, charge and spin): 180.60 kcal/mol
LUMO level: -4.03 eV
gap between HOMO and LUMO: 3.5 eV

***

- What is the relative energy (zero: lowest compared OMol25 entry of this formula, charge and spin) in the third record?
  3.55 kcal/mol